(1)
Computed, not measured: C3H5NO2 in the gas phase in a non-equilibrium geometry, with the ωB97M-V functional and the def2-TZVPD basis.

orbital gap	10.1	eV
maximum force	0.02869	hartree/bohr
relative energy (zero: lowest compared OMol25 entry of this formula, charge and spin)	38.9	kcal/mol
E_LUMO	0.629	eV
HOMO	-9.5	eV

The geometry in XYZ format:
```
11
Properties=species:S:1:pos:R:3:forces:R:3
O -0.00338 2.41036 0.18845 -0.690 -1.264 -0.322
O -1.67266 -0.58538 -0.86592 -0.245 0.389 -0.028
N 1.28248 0.46666 0.08757 0.514 0.103 0.148
C 0.66911 -0.84499 -0.14159 -0.004 -0.108 0.043
C -0.70264 -0.20071 0.04216 0.192 0.633 0.109
C 0.10467 1.21646 0.04151 0.302 -0.341 0.563
H 1.83975 0.59365 0.91904 0.537 0.205 -0.234
H -1.03089 -0.31870 1.09150 0.013 0.082 -0.246
H 0.98682 -1.61416 0.57089 -0.292 0.184 -0.030
H 0.83194 -1.22545 -1.15831 -0.031 0.230 0.212
H -2.40992 0.01755 -0.73043 -0.296 -0.113 -0.216
```
Positions in Å, forces in eV/Å.

=====

(2)
Computed, not measured: 2 unconnected molecules or ions with the total composition C3H5NO2, with the ωB97M-V functional and the def2-TZVPD basis.

orbital gap	8.9	eV
maximum force	0.01207	hartree/bohr
relative energy (zero: lowest compared OMol25 entry of this formula, charge and spin)	122.8	kcal/mol
E_LUMO	-0.049	eV
HOMO	-9.0	eV

The geometry in XYZ format:
```
11
Properties=species:S:1:pos:R:3:forces:R:3
O 0.13605 -0.36846 1.40348 0.102 0.013 0.200
O -0.50170 -0.85178 -0.71153 -0.079 -0.060 -0.109
N 1.05830 0.51416 -1.81496 -0.214 -0.144 0.378
C 0.89581 0.40787 0.64422 0.077 -0.053 -0.047
C -0.87610 -1.00918 0.62814 -0.286 -0.149 0.086
C 0.50168 0.08564 -0.77141 0.365 0.353 -0.357
H -1.83428 -0.51744 0.82871 0.041 0.000 -0.064
H 0.04992 2.02112 0.64288 0.002 -0.325 -0.081
H 0.64288 0.12118 -2.65640 -0.052 -0.028 0.005
H 0.83493 1.66357 0.90852 0.011 0.258 0.046
H -0.90749 -2.06668 0.89834 0.033 0.136 -0.057
```
Positions in Å, forces in eV/Å.

=====

(3)
Computed, not measured: C3H5NO2 in the gas phase, with the ωB97M-V functional and the def2-TZVPD basis.

orbital gap	6.8	eV
maximum force	0.00926	hartree/bohr
relative energy (zero: lowest compared OMol25 entry of this formula, charge and spin)	93.1	kcal/mol
E_LUMO	-1.545	eV
HOMO	-8.4	eV

The geometry in XYZ format:
```
11
Properties=species:S:1:pos:R:3:forces:R:3
O -1.38980 0.30876 0.31956 0.181 0.437 -0.053
O 0.84828 -1.14155 -1.70520 0.058 -0.041 0.170
N 1.56910 0.05718 0.18783 -0.029 -0.115 -0.331
C -0.82042 1.41506 0.33567 -0.132 -0.313 0.058
C -0.55729 -0.96010 0.19391 0.004 -0.137 -0.015
C 0.76616 -0.68700 -0.55782 -0.103 0.081 0.173
H -1.49589 2.27063 0.39004 0.051 -0.090 0.017
H -1.23124 -1.61835 -0.35061 0.105 0.104 0.059
H 0.29938 1.40460 0.29965 -0.081 -0.002 0.021
H -0.41476 -1.26808 1.23110 -0.008 0.023 -0.167
H 2.42649 0.21885 -0.34413 -0.047 0.053 0.067
```
Positions in Å, forces in eV/Å.

=====

(4)
Computed, not measured: C3H5NO2 in the gas phase, with the ωB97M-V functional and the def2-TZVPD basis.

orbital gap	11.4	eV
maximum force	0.00839	hartree/bohr
relative energy (zero: lowest compared OMol25 entry of this formula, charge and spin)	61.8	kcal/mol
E_LUMO	1.051	eV
HOMO	-10.4	eV

The geometry in XYZ format:
```
11
Properties=species:S:1:pos:R:3:forces:R:3
O -0.23957 1.20541 0.02196 0.050 0.002 0.047
O -0.47133 -0.84541 -1.14282 -0.104 -0.023 -0.259
N 1.71527 0.89797 1.11446 -0.043 0.021 -0.417
C 1.09426 0.89375 0.02000 0.260 -0.023 0.344
C -1.01886 -1.15932 0.15340 -0.124 -0.156 0.210
C -1.07188 0.18477 -0.41233 -0.299 0.022 0.025
H 1.50334 0.68667 -0.97568 -0.066 0.051 0.267
H -1.90576 -1.79016 0.10605 0.152 0.113 0.123
H -2.01093 0.60634 -0.76965 0.237 -0.129 -0.115
H 2.70085 0.70581 0.94685 0.007 0.040 0.008
H -0.29538 -1.38583 0.93776 -0.070 0.081 -0.233
```
Positions in Å, forces in eV/Å.

=====

(5)
Computed, not measured: C3H5NO2 in the gas phase in a non-equilibrium geometry, with the ωB97M-V functional and the def2-TZVPD basis.

orbital gap	11.0	eV
maximum force	0.03042	hartree/bohr
relative energy (zero: lowest compared OMol25 entry of this formula, charge and spin)	44.1	kcal/mol
E_LUMO	0.230	eV
HOMO	-10.8	eV

The geometry in XYZ format:
```
11
Properties=species:S:1:pos:R:3:forces:R:3
O 0.36970 -0.39567 1.36975 0.660 0.141 -0.274
O -1.82416 0.10732 0.38898 0.011 -0.171 0.306
N 2.46980 -0.63690 -1.35167 -0.906 0.453 0.601
C 0.44148 0.24224 0.06504 0.177 -0.101 0.434
C 1.59074 -0.23663 -0.71577 0.914 -0.428 -0.296
C -0.89373 -0.05656 -0.63947 0.425 0.079 -0.179
H -0.95954 0.68080 -1.45313 -0.473 -0.067 0.304
H 0.48443 1.33032 0.18426 0.209 -0.196 0.030
H 0.51929 0.21831 2.10806 0.216 -0.061 -0.641
H -0.93805 -1.05121 -1.11599 0.174 0.135 0.368
H -1.25996 -0.20200 1.15995 -1.405 0.217 -0.653
```
Positions in Å, forces in eV/Å.

=====

(6)
Computed, not measured: C3H5NO2 in the gas phase in a non-equilibrium geometry, with the ωB97M-V functional and the def2-TZVPD basis.

orbital gap	10.1	eV
maximum force	0.12831	hartree/bohr
relative energy (zero: lowest compared OMol25 entry of this formula, charge and spin)	97.6	kcal/mol
E_LUMO	0.540	eV
HOMO	-9.6	eV

The geometry in XYZ format:
```
11
Properties=species:S:1:pos:R:3:forces:R:3
O -1.66745 -1.58981 -0.15106 2.178 3.137 2.619
O 1.03281 -1.31447 -0.16705 3.389 -1.905 -1.466
N -1.30693 0.74819 0.23547 -1.744 2.191 -5.974
C 0.53543 -0.19808 0.45179 0.298 -4.106 3.504
C -1.03391 -0.62965 0.33407 -0.449 -0.674 -2.376
C 0.18303 1.05205 -0.32593 -0.435 -2.593 0.742
H 2.00165 -1.60652 -0.13677 -1.939 1.451 0.364
H 0.65639 1.76160 0.26516 0.332 2.414 0.225
H 0.58686 0.96135 -1.42399 -1.731 0.268 1.942
H -1.99123 0.93982 -0.68946 1.509 -0.584 3.505
H 1.00335 -0.12448 1.60777 -1.408 0.401 -3.087
```
Positions in Å, forces in eV/Å.

=====

(7)
Computed, not measured: a molecular structure, C3H5NO2, with the ωB97M-V functional and the def2-TZVPD basis.

orbital gap	8.8	eV
maximum force	0.01784	hartree/bohr
relative energy (zero: lowest compared OMol25 entry of this formula, charge and spin)	124.1	kcal/mol
E_LUMO	-0.517	eV
HOMO	-9.4	eV

The geometry in XYZ format:
```
11
Properties=species:S:1:pos:R:3:forces:R:3
O -1.07159 0.16219 -0.98288 0.211 0.179 -0.063
O 2.39865 0.27881 0.53622 -0.483 -0.302 -0.140
N -0.88383 -0.57224 1.46353 -0.517 0.004 -0.700
C 0.00946 0.80626 -0.80069 -0.172 0.010 0.028
C -1.65174 -0.57955 0.55349 0.464 -0.098 0.785
C 1.39120 -0.29046 0.21366 0.594 0.163 0.030
H -2.62759 -0.86171 0.19791 0.119 0.069 0.018
H 0.02441 1.71087 -0.17623 -0.018 -0.128 -0.058
H 0.75429 0.75821 -1.60204 -0.037 -0.069 0.119
H 1.37413 -1.31848 -0.21884 0.077 0.086 0.039
H 0.28262 -0.09390 0.81588 -0.238 0.085 -0.058
```
Positions in Å, forces in eV/Å.

=====

(8)
Computed, not measured: a molecular structure, C3H5NO2S in a non-equilibrium geometry, with the ωB97M-V functional and the def2-TZVPD basis.

orbital gap	10.8	eV
maximum force	0.06411	hartree/bohr
relative energy (zero: lowest compared OMol25 entry of this formula, charge and spin)	134.8	kcal/mol
E_LUMO	0.504	eV
HOMO	-10.3	eV

The geometry in XYZ format:
```
12
Properties=species:S:1:pos:R:3:forces:R:3
S -1.38016 -0.12334 0.14930 -0.559 -1.844 1.578
O -2.03479 0.04309 -1.10738 -0.034 -0.348 -0.099
O -1.43648 0.91965 1.11076 -0.485 0.150 0.374
N -0.92306 -1.51326 0.71427 -1.438 2.963 -0.145
C 0.80464 -0.20641 -0.69720 1.870 -0.563 -2.091
C 0.50497 1.03455 -0.47127 0.621 1.723 0.380
C 1.31663 0.27875 0.61245 -0.076 1.238 -2.268
H 0.98149 -0.93129 -1.51992 -0.573 0.436 0.943
H 2.34205 0.51205 0.80578 0.442 0.072 -0.109
H -0.91206 -1.94865 -0.17130 0.024 -1.969 -1.268
H 0.03207 1.99735 -0.78656 0.742 -1.237 0.324
H 0.70469 -0.06250 1.36107 -0.534 -0.622 2.381
```
Positions in Å, forces in eV/Å.